Record 1
Formula: C5H23N10O6
Source: OMol25
Level of theory: wB97M-V/def2-TZVPD

Output
Multiplicity = 2
Frontier orbital gap (spin up / spin down) = 2.4 / 9.6 eV

```
44
Properties=species:S:1:pos:R:3:nbo_charge:R:1
O 0.2492 0.0263 1.0412 -0.813
H -0.0740 -0.8491 0.8159 0.547
H -0.4399 0.6773 0.8896 0.550
H 1.0378 0.2930 0.5630 0.576
C -2.1749 2.0472 -0.9390 0.775
O -1.4589 2.0140 -0.0114 -0.737
N -1.7110 1.5434 -2.0731 -0.841
N -3.4770 2.1009 -0.9747 -0.830
H -0.7040 1.5016 -2.1384 0.409
H -2.2840 1.4182 -2.8954 0.374
H -3.9746 1.7520 -1.7815 0.381
H -3.9311 2.2315 -0.0820 0.438
C 3.6110 -2.0286 0.9883 0.692
O 2.8359 -1.1381 1.1229 -0.711
N 3.4253 -2.8239 -0.0501 -0.947
N 4.6169 -2.3926 1.7300 -0.829
H 2.6015 -2.7258 -0.6261 0.362
H 4.1157 -3.4670 -0.4104 0.339
H 4.9201 -1.8798 2.5457 0.400
H 4.9862 -3.3286 1.6429 0.392
C -3.5735 3.9230 2.0077 0.773
O -4.1985 3.2407 1.2306 -0.704
N -3.8123 5.2068 2.3667 -0.830
N -2.5406 3.4293 2.5739 -0.791
H -3.3884 5.4742 3.2435 0.380
H -4.7875 5.4032 2.1917 0.403
H -2.1945 2.4949 2.4092 0.423
H -2.0198 4.0728 3.1526 0.371
C 2.0712 0.3981 -1.8811 0.724
O 1.4622 1.0925 -1.0845 -0.733
N 1.9040 0.3850 -3.1791 -0.854
N 3.2554 -0.0690 -1.7948 -0.861
H 1.2074 1.0222 -3.5382 0.388
H 2.5840 -0.1422 -3.7078 0.364
H 3.6485 -0.7333 -2.4463 0.339
H 3.6746 0.3357 -0.9699 0.408
C -0.5648 -3.3115 -0.0749 0.649
O -0.2022 -2.1683 -0.2359 -0.733
N -1.5132 -3.7014 0.7590 -0.842
N -0.0096 -4.3144 -0.7215 -0.899
H -1.8707 -2.9773 1.3656 0.389
H -1.7290 -4.6764 0.9101 0.389
H -0.3482 -5.2601 -0.6154 0.374
H 0.7752 -4.0961 -1.3186 0.346
```

Record 2
Formula: H8O4
Source: OMol25
Level of theory: wB97M-V/def2-TZVPD

Output
Multiplicity = 1
SMILES string = O.O.O.O
Frontier orbital gap = 11.5 eV
Relative energy (zero: lowest compared OMol25 entry of this formula, charge and spin) = 89.7 kJ/mol

```
12
Properties=species:S:1:pos:R:3:nbo_charge:R:1
O 11.6862 -20.6934 14.9845 -0.980
H 11.0815 -21.0762 14.3840 0.496
H 12.2989 -21.4076 15.1718 0.490
O 12.3238 -19.0597 12.7918 -0.940
H 12.2728 -19.2628 13.7621 0.484
H 11.3891 -19.0503 12.6571 0.445
O 9.6784 -21.6666 13.2576 -0.947
H 9.7866 -21.4625 12.3288 0.485
H 9.1794 -20.9806 13.6628 0.481
O 9.8052 -19.3485 16.5071 -0.945
H 10.6105 -19.7153 16.1494 0.482
H 9.8252 -18.5861 15.9235 0.450
```

Record 3
Formula: C6H8O2
Source: OMol25
Level of theory: wB97M-V/def2-TZVPD

Output
Multiplicity = 1
SMILES string = CO[C@@]12C[C@@H]1C=CO2
Frontier orbital gap = 9.7 eV
Relative energy (zero: lowest compared OMol25 entry of this formula, charge and spin) = 561.3 kJ/mol

```
16
Properties=species:S:1:pos:R:3:nbo_charge:R:1
C -2.1574 0.8365 -0.6515 -0.285
C -0.0805 0.0506 0.1113 0.496
C 0.2861 0.0837 1.5209 -0.432
C 0.6264 -1.2363 0.5528 -0.284
C 1.8900 -1.1368 -0.1713 -0.341
C 1.8720 -0.0673 -0.9646 0.159
H -3.2869 0.2216 -0.7912 0.185
H -2.3691 1.7180 0.2517 0.165
H -2.1464 1.4987 -1.6065 0.205
H 1.0156 0.7538 1.6149 0.228
H -0.5196 -0.0650 2.1393 0.242
H -0.0962 -2.1464 0.5452 0.252
H 3.0063 -1.3661 0.2276 0.225
H 2.6325 0.4931 -1.3579 0.187
O -1.3963 -0.2839 -0.3189 -0.515
O 0.7235 0.6459 -1.1018 -0.489
```

Record 4
Formula: C18H23Cl32N2O
Source: OMol25
Level of theory: wB97M-V/def2-TZVPD

Output
Multiplicity = 1
Frontier orbital gap = 2.6 eV
Net charge = -1

```
76
Properties=species:S:1:pos:R:3:mulliken_charge:R:1
C -0.6245 1.7063 -5.0629 0.003
O -1.2708 0.6278 -4.2988 -0.343
C -0.2870 -0.3736 -3.8207 -0.386
C -0.8389 -0.8732 -2.3377 -0.546
C 0.3069 -1.6971 -1.4637 -0.364
C -0.5387 -2.4330 -0.2287 -0.518
C 0.3316 -2.6075 1.1500 -0.511
C -0.6196 -2.6188 2.5085 -0.516
C 0.4183 -2.4777 3.7858 -0.513
C -0.1661 -1.5496 5.0064 0.399
C 0.3841 -2.2118 6.4312 -0.494
N 1.4777 -1.3108 6.9950 -0.283
N 2.6187 -2.0647 7.2608 -0.147
H 0.5031 1.5249 -5.3228 0.090
H -1.2725 1.8608 -6.0534 0.009
H -0.7811 2.7156 -4.4472 0.159
H -0.4133 -1.3247 -4.5311 0.176
H 0.8143 0.0196 -3.7680 0.286
H -1.1055 0.1152 -1.7255 0.229
H -1.7642 -1.6097 -2.4278 0.227
H 0.7918 -2.4998 -2.1971 0.233
H 1.1199 -0.9329 -1.0627 0.278
H -1.4448 -1.7047 0.0433 0.262
H -0.9893 -3.4215 -0.6635 0.265
H 0.9016 -3.6366 1.0930 0.172
H 1.1181 -1.7366 1.1857 0.277
H -1.4443 -1.7645 2.5038 0.315
H -1.1973 -3.6454 2.6341 0.171
H 1.3861 -1.9331 3.3699 0.141
H 0.6983 -3.5815 4.1039 0.205
H 0.3076 -0.4766 4.9375 -0.153
H -1.3472 -1.5016 5.0264 0.120
H 0.8525 -3.2764 6.2842 -0.032
H -0.4948 -2.2027 7.2383 0.145
H 2.7524 -2.2258 8.2833 0.019
H 3.4181 -1.4257 6.9906 -0.022
C 3.1424 -5.6662 7.9592 0.290
Cl 3.5652 -5.2683 6.2747 -0.072
Cl 4.2256 -4.7864 9.0671 -0.081
Cl 1.4549 -5.1905 8.2762 -0.069
Cl 3.3240 -7.4196 8.2189 -0.132
C 2.1778 3.7780 -7.1308 0.275
Cl 2.9146 2.1623 -6.9850 -0.103
Cl 3.4099 4.9460 -7.6715 -0.111
Cl 0.8516 3.7208 -8.3192 0.022
Cl 1.5352 4.2828 -5.5475 -0.084
C -2.4096 1.3113 7.0270 0.320
Cl -1.8115 2.7635 6.1857 -0.132
Cl -3.1365 1.7837 8.5836 -0.145
Cl -3.6371 0.5042 6.0188 -0.147
Cl -1.0532 0.1936 7.3198 0.004
C -3.3578 3.8521 -8.4293 0.244
Cl -4.1606 5.2743 -9.1418 -0.071
Cl -2.5591 4.3214 -6.9074 -0.077
Cl -4.5703 2.5892 -8.0990 -0.057
Cl -2.1412 3.2237 -9.5694 -0.075
C 3.6911 1.7089 6.1664 0.274
Cl 4.3839 3.2711 5.6622 -0.135
Cl 4.9213 0.4312 5.9968 -0.158
Cl 3.1715 1.8110 7.8676 -0.075
Cl 2.2877 1.3223 5.1389 -0.003
C -2.0869 6.2597 -12.7480 0.271
Cl -2.2370 5.0118 -14.0108 -0.066
Cl -3.7094 6.7272 -12.1792 -0.088
Cl -1.1426 5.6125 -11.3828 -0.006
Cl -1.2586 7.6874 -13.4192 -0.104
C -5.0985 2.3393 -13.1697 0.248
Cl -4.6810 3.2975 -11.7267 0.068
Cl -6.8103 1.8523 -13.0844 -0.105
Cl -4.8326 3.3215 -14.6322 -0.101
Cl -4.0701 0.8857 -13.2354 -0.107
C 3.2213 -3.4737 12.8413 0.246
Cl 4.9670 -3.2569 13.1244 -0.114
Cl 2.8407 -3.0768 11.1465 0.018
Cl 2.7719 -5.1660 13.1704 -0.104
Cl 2.3056 -2.3947 13.9239 -0.114
```

Record 5
Formula: C4H8EuO3
Source: OMol25
Level of theory: wB97M-V/def2-TZVPD

Output
Multiplicity = 8
Frontier orbital gap (spin up / spin down) = 8.6 / 8.8 eV
Net charge = +2
Relative energy (zero: lowest compared OMol25 entry of this formula, charge and spin) = 0.0 kJ/mol

```
16
Properties=species:S:1:pos:R:3:nbo_charge:R:1
H -0.7570 -1.9359 1.0966 0.233
C 0.6575 -1.4400 -0.4662 -0.070
H -0.0638 -1.2824 -1.2748 0.215
H 1.6033 -1.7949 -0.8849 0.203
C 0.1339 -2.3557 0.6134 -0.644
H 0.9023 -2.5366 1.3757 0.228
H -0.1359 -3.3124 0.1469 0.259
O 1.0126 -0.1358 0.0881 -0.521
C 0.3985 0.9516 -0.2696 1.075
O 1.0744 1.9823 -0.4254 -0.859
Eu 3.4435 2.3614 -0.0345 1.941
O -0.8720 0.8876 -0.4387 -0.462
C -1.6970 1.9697 0.0353 -0.260
H -1.3977 2.2271 1.0562 0.201
H -1.5858 2.8329 -0.6288 0.215
H -2.7168 1.5811 0.0105 0.246
```

Record 6
Formula: C13H29IrO6Si
Source: OMol25
Level of theory: wB97M-V/def2-TZVPD

Output
Multiplicity = 1
Frontier orbital gap (spin up / spin down) = 6.7 / 7.0 eV
Net charge = +2

```
50
Properties=species:S:1:pos:R:3:nbo_charge:R:1
Ir 0.2080 -0.5427 -0.2940 1.593
C 1.9422 1.6912 0.6006 -0.098
C 1.3710 1.1044 1.8589 -0.102
O 1.1822 -0.3071 1.6298 -0.518
C 0.5702 -0.9966 2.7479 -0.105
C 0.0104 -2.3310 2.2359 -0.099
O 0.3538 -2.5446 0.8585 -0.532
C 1.6875 -3.0792 0.6575 -0.103
C 2.0132 -2.8588 -0.7837 -0.098
O 2.0238 -1.4141 -0.9885 -0.556
C 2.4545 -1.0337 -2.3220 -0.101
C 1.2043 -0.8502 -3.1666 -0.107
O 0.2254 -0.0624 -2.4443 -0.533
C 0.2375 1.3669 -2.6326 -0.101
C 1.2432 2.0297 -1.7270 -0.104
O 0.9285 1.5483 -0.4116 -0.513
H 2.8473 1.1627 0.2870 0.207
H 2.1702 2.7473 0.7480 0.245
H 0.4013 1.5534 2.0847 0.228
H 2.0481 1.2470 2.7011 0.242
H -0.2441 -0.3816 3.1317 0.225
H 1.3232 -1.1168 3.5261 0.223
H -1.0749 -2.3215 2.2726 0.244
H 0.3725 -3.1729 2.8249 0.224
H 1.6943 -4.1428 0.8971 0.243
H 2.3994 -2.5523 1.2961 0.210
H 1.2408 -3.2970 -1.4202 0.216
H 2.9883 -3.2613 -1.0525 0.239
H 3.0943 -1.8133 -2.7329 0.239
H 3.0496 -0.1309 -2.2149 0.213
H 0.7183 -1.8047 -3.3644 0.231
H 1.4309 -0.3730 -4.1199 0.236
H -0.7675 1.6883 -2.3651 0.242
H 0.4126 1.5996 -3.6820 0.237
H 1.1097 3.1121 -1.7688 0.246
H 2.2822 1.8011 -1.9715 0.196
C -3.4241 0.7442 2.3402 -1.143
Si -2.8741 0.9886 0.5774 1.870
C -2.3298 2.7588 0.3050 -1.142
C -4.1798 0.4930 -0.6495 -1.142
O -1.5468 -0.0212 0.3338 -1.160
H -4.3513 1.3040 2.4978 0.265
H -2.6975 1.1226 3.0630 0.232
H -3.6347 -0.2995 2.5759 0.248
H -3.1701 3.4277 0.5110 0.267
H -2.0165 2.9437 -0.7256 0.220
H -1.5144 3.0538 0.9695 0.224
H -5.0794 1.0817 -0.4393 0.259
H -4.4504 -0.5595 -0.5760 0.255
H -3.8830 0.6987 -1.6793 0.239
```

no.,E_tot (eV)
1,-32742.74522
2,-8319.74687
3,-10440.90907
4,-424774.51478
5,-29732.29093
6,-36935.25571